Entry 1:
The following is a DFT calculation (ωB97M-V/def2-TZVPD) of a molecular structure, C20H31N4Pt.

* calculated total energy: -1118.4923 a.u.
* <S²>: 6.02
* net charge: +1
* multiplicity: 5
* HOMO energy (alpha / beta): -10.25 / -11.66 eV
* HOMO-LUMO gap (alpha / beta): 8.091 / 6.696 eV

Atoms and positions in Å:
C (-0.553, 0.852, -2.217)
C (-0.110, 2.305, -2.358)
C (0.098, 0.048, -3.338)
C (-2.058, 0.845, -2.473)
H (-0.484, 0.129, -4.270)
H (0.164, -1.015, -3.106)
H (1.108, 0.382, -3.575)
H (-0.200, 2.640, -3.403)
H (0.925, 2.475, -2.068)
H (-0.730, 2.977, -1.765)
H (-2.314, 1.565, -3.265)
H (-2.637, 1.127, -1.596)
H (-2.426, -0.121, -2.814)
C (2.187, -0.473, 1.149)
C (2.441, -0.640, -0.232)
C (2.335, 0.619, -0.849)
H (2.682, -1.567, -0.726)
C (1.995, 1.564, 0.138)
C (1.915, 0.890, 1.384)
H (1.734, 1.343, 2.343)
H (2.210, -1.250, 1.893)
H (2.485, 0.822, -1.892)
H (1.855, 2.617, -0.026)
C (-1.741, -1.306, 1.307)
C (-0.587, -2.110, 1.272)
C (-0.365, -2.501, -0.066)
H (0.014, -2.388, 2.122)
C (-1.382, -1.939, -0.861)
C (-2.229, -1.188, -0.017)
H (-3.096, -0.631, -0.321)
H (-2.186, -0.887, 2.192)
H (0.441, -3.123, -0.418)
H (-1.491, -2.061, -1.922)
Pt (0.000, 0.000, 0.000)
C (-0.263, 2.953, 1.538)
N (-0.911, 1.591, 1.413)
C (-2.417, 1.681, 1.433)
N (-2.949, 2.576, 2.488)
C (-2.323, 3.905, 2.405)
N (-0.868, 3.797, 2.590)
C (-0.582, 3.193, 3.895)
N (-1.218, 1.882, 3.963)
C (-0.707, 1.034, 2.880)
C (-2.665, 2.000, 3.804)
H (-0.391, 3.475, 0.568)
H (0.800, 3.012, 1.741)
H (-3.004, 0.769, 1.462)
H (-2.719, 2.116, 0.459)
H (-2.746, 4.573, 3.190)
H (-2.550, 4.381, 1.429)
H (0.518, 3.092, 4.054)
H (-0.948, 3.843, 4.724)
H (-0.971, 0.054, 3.176)
H (0.250, 0.714, 3.216)
H (-3.085, 2.628, 4.621)
H (-3.139, 0.998, 3.908)

Mulliken population analysis, charges in e, atoms 1 to 5:
1. C 1.7898
2. C -1.9116
3. C -1.8667
4. C -1.8313
5. H 0.5021

=====

Entry 2:
The following is a DFT calculation (ωB97M-V/def2-TZVPD) of a molecular structure, C20H32AlBBeCl2CsF6K3NOPSSi.

* calculated total energy: -5560.4179 a.u.
* net charge: +2
* multiplicity: 1
* HOMO energy: -10.75 eV
* HOMO-LUMO gap: 1.217 eV

Atoms and positions in Å:
C (2.150, 6.879, 1.705)
C (1.306, 5.888, 1.491)
C (0.120, 4.753, 1.306)
C (-1.306, 5.434, 1.734)
C (-2.150, 4.614, 2.875)
B (-2.535, 3.049, 2.415)
P (-3.615, 2.822, 0.847)
S (-4.964, 1.417, 0.960)
C (-1.909, 1.856, 3.349)
F (-0.519, 2.208, 3.672)
F (-2.645, 1.922, 4.627)
C (-2.127, 0.343, 2.784)
C (-1.462, 0.034, 1.322)
Si (0.284, -0.769, 1.371)
C (0.285, -2.660, 1.754)
C (1.522, 0.043, 2.587)
C (1.011, -0.556, -0.443)
C (0.991, -1.739, -1.523)
C (1.567, -1.455, -2.993)
C (2.149, 0.000, -3.327)
C (2.193, 1.194, -2.289)
C (1.622, 0.922, -0.817)
H (3.004, 7.553, 2.101)
H (0.166, 4.428, 0.178)
H (0.455, 3.848, 1.966)
H (-1.042, 6.474, 2.189)
H (-1.896, 5.653, 0.748)
H (-3.188, 5.159, 2.963)
H (-1.570, 4.598, 3.870)
H (-2.719, 2.476, -0.260)
H (-4.158, 4.122, 0.512)
H (-1.588, -0.365, 3.543)
H (-3.238, -0.009, 2.799)
H (-2.163, -0.742, 0.801)
H (-1.406, 0.937, 0.600)
H (1.404, -2.992, 1.781)
H (-0.255, -3.292, 0.950)
H (-0.109, -2.833, 2.833)
H (1.084, -0.109, 3.678)
H (2.597, -0.414, 2.570)
H (1.619, 1.215, 2.466)
H (0.533, -2.753, -1.216)
H (1.521, -2.303, -3.788)
H (2.539, 0.201, -4.404)
H (2.597, 2.252, -2.509)
H (1.625, 1.801, -0.030)
Cs (-0.633, 3.056, 0.254)
Cl (3.988, 2.793, -0.347)
C (4.807, -0.224, -7.658)
C (3.427, -0.087, -7.069)
N (2.330, 0.020, -6.602)
H (4.864, 0.321, -8.604)
H (5.547, 0.185, -6.966)
H (5.031, -1.278, -7.839)
K (3.142, 1.398, 3.128)
C (-1.952, -6.545, 0.799)
C (-2.657, -5.361, 0.092)
O (-1.715, -4.634, -0.470)
H (-1.259, -6.204, 1.573)
H (-2.696, -7.184, 1.285)
H (-1.398, -7.170, 0.092)
H (-3.285, -4.893, 0.868)
H (-3.418, -5.825, -0.558)
Cl (1.211, 1.065, 6.411)
K (-4.721, 5.831, 3.749)
K (-7.024, 1.168, 2.584)
F (-1.438, -7.772, -2.604)
Al (0.282, -7.443, -2.940)
F (1.103, -8.958, -3.379)
F (1.047, -6.752, -1.484)
F (0.413, -6.282, -4.286)
Be (7.225, -0.331, -7.776)

Mulliken population analysis, charges in e, atoms 1 to 5:
1. C -0.4370
2. C -0.1786
3. C 0.2256
4. C -1.2926
5. C 0.0478

=====

Entry 3:
The following is a DFT calculation (ωB97M-V/def2-TZVPD) of a molecular structure, C20H32BCl4CoF16O4.

* calculated total energy: -5928.1400 a.u.
* <S²>: 3.76
* net charge: +1
* relative energy (zero: lowest compared OMol25 entry of this formula, charge and spin): 0.0 kcal/mol
* multiplicity: 4
* HOMO energy (alpha / beta): -12.95 / -12.95 eV
* HOMO-LUMO gap (alpha / beta): 8.325 / 7.531 eV

Atoms and positions in Å:
Co (23.250, -32.503, -29.814)
B (22.523, -30.735, -30.902)
H (23.584, -30.848, -30.455)
H (21.840, -31.484, -30.348)
H (22.102, -29.672, -30.763)
H (22.608, -30.999, -32.020)
C (27.115, -29.861, -28.932)
C (27.173, -29.204, -27.557)
C (28.623, -28.744, -27.234)
F (28.704, -28.289, -25.962)
F (29.553, -29.714, -27.428)
F (26.303, -28.176, -27.464)
F (26.850, -30.127, -26.592)
O (27.503, -28.894, -29.899)
C (28.230, -29.453, -30.951)
C (28.589, -28.283, -31.864)
F (29.321, -28.730, -32.911)
F (27.471, -27.659, -32.312)
F (29.315, -30.054, -30.476)
F (27.459, -30.360, -31.579)
H (26.066, -30.089, -29.133)
H (27.719, -30.765, -28.870)
H (28.921, -27.915, -27.887)
H (29.157, -27.508, -31.341)
C (24.426, -28.200, -35.439)
C (24.313, -28.867, -34.071)
C (23.696, -27.967, -32.980)
F (24.465, -26.866, -32.829)
F (22.445, -27.602, -33.346)
F (23.567, -30.011, -34.156)
F (25.556, -29.255, -33.682)
O (23.151, -27.810, -35.887)
C (23.092, -27.160, -37.120)
C (21.595, -27.013, -37.439)
F (20.911, -26.455, -36.427)
F (21.456, -26.297, -38.575)
F (23.784, -26.012, -37.079)
F (23.665, -27.988, -38.040)
H (24.814, -29.000, -36.081)
H (25.096, -27.340, -35.414)
H (23.564, -28.426, -31.998)
H (21.163, -28.004, -37.608)
C (24.569, -33.198, -33.931)
C (23.788, -34.525, -33.666)
C (22.988, -34.230, -32.396)
O (23.815, -33.308, -31.636)
C (24.838, -32.776, -32.500)
H (23.912, -32.498, -34.441)
H (25.472, -33.422, -34.487)
H (24.534, -35.301, -33.501)
H (23.094, -34.814, -34.452)
H (22.788, -35.172, -31.890)
H (22.076, -33.697, -32.670)
H (25.826, -33.117, -32.185)
H (24.861, -31.686, -32.446)
C (22.566, -29.515, -26.696)
C (21.579, -30.569, -26.193)
C (21.640, -31.670, -27.270)
O (22.866, -31.417, -27.985)
C (23.657, -30.429, -27.284)
H (22.945, -28.827, -25.948)
H (22.060, -28.981, -27.502)
H (20.599, -30.126, -26.008)
H (21.861, -30.979, -25.221)
H (20.792, -31.601, -27.952)
H (21.657, -32.646, -26.784)
H (24.208, -29.888, -28.050)
H (24.236, -30.965, -26.533)
C (20.198, -30.483, -33.599)
Cl (20.069, -30.304, -35.358)
Cl (18.915, -31.485, -32.911)
H (21.167, -30.934, -33.436)
H (20.121, -29.504, -33.140)
C (19.342, -29.419, -29.570)
Cl (17.612, -29.682, -29.303)
Cl (19.673, -27.806, -30.230)
H (19.850, -29.507, -28.617)
H (19.661, -30.160, -30.294)

Mulliken population analysis, charges in e, atoms 1 to 5:
1. Co 0.7661
2. B 2.3663
3. H -0.8363
4. H 0.2750
5. H -0.2629

=====

Entry 4:
The following is a DFT calculation (ωB97M-V/def2-TZVPD) of a molecular structure, C20H32BIN7OW.

* calculated total energy: -1628.5655 a.u.
* <S²>: 2.01
* net charge: +3
* multiplicity: 3
* HOMO energy (alpha / beta): -17.94 / -17.95 eV
* HOMO-LUMO gap (alpha / beta): 6.569 / 7.178 eV

Atoms and positions in Å:
W (-0.003, 0.130, 0.236)
C (-0.995, -4.355, 0.881)
C (-1.828, -3.123, 0.496)
C (-1.873, -2.128, 1.645)
C (-1.349, -2.550, -0.802)
C (-1.521, -3.160, -2.026)
C (-0.953, -2.310, -2.965)
N (-0.445, -1.252, -2.348)
N (-0.673, -1.363, -0.989)
B (0.027, 0.077, -2.979)
N (1.429, 0.349, -2.397)
C (2.641, 0.417, -2.933)
C (3.597, 0.352, -1.916)
C (2.883, 0.225, -0.744)
N (1.551, 0.270, -1.043)
C (3.283, -0.148, 0.654)
C (4.798, -0.272, 0.809)
C (2.588, -1.480, 0.970)
N (-0.905, 1.176, -2.445)
C (-1.533, 2.153, -3.100)
C (-2.037, 3.064, -2.186)
C (-1.661, 2.584, -0.945)
N (-0.979, 1.415, -1.103)
C (-1.845, 3.165, 0.421)
C (-1.237, 4.566, 0.532)
C (-1.200, 2.194, 1.392)
H (-1.390, -4.800, 1.793)
H (-1.018, -5.113, 0.102)
H (0.047, -4.078, 1.057)
H (-2.850, -3.453, 0.288)
H (-0.869, -1.977, 2.054)
H (-2.331, -1.168, 1.344)
H (-2.483, -2.534, 2.453)
H (-2.014, -4.098, -2.215)
H (-0.902, -2.389, -4.039)
H (0.027, 0.028, -4.158)
H (2.766, 0.476, -4.003)
H (4.666, 0.351, -2.037)
H (2.924, 0.626, 1.349)
H (5.195, -1.036, 0.141)
H (5.293, 0.673, 0.592)
H (5.050, -0.555, 1.829)
H (2.969, -2.294, 0.351)
H (2.614, -1.760, 2.021)
H (1.492, -1.448, 0.691)
H (-1.573, 2.147, -4.177)
H (-2.598, 3.957, -2.401)
H (-2.916, 3.219, 0.640)
H (-0.165, 4.545, 0.330)
H (-1.699, 5.241, -0.184)
H (-1.401, 4.974, 1.527)
H (-0.102, 2.109, 1.119)
H (-1.145, 2.519, 2.432)
H (-1.758, 1.232, 1.404)
N (-0.873, -0.016, 4.096)
C (0.294, 0.069, 3.510)
O (0.388, 0.069, 2.226)
C (1.520, 0.182, 4.339)
I (2.035, -1.784, 5.029)
H (-1.721, -0.190, 3.577)
H (-0.934, -0.045, 5.107)
H (1.343, 0.790, 5.224)
H (2.342, 0.590, 3.758)

Mulliken population analysis, charges in e, atoms 1 to 5:
1. W -0.0251
2. C -1.3925
3. C 0.4782
4. C -1.4022
5. C 0.0634